Record 1
Molecular formula: H4InO10P2
Method: DFT, ωB97M-V/def2-TZVPD

```
17
Properties=species:S:1:pos:R:3:nbo_charge:R:1
In -1.1941 -0.0765 -0.3128 0.74
P 1.6957 1.1659 -1.7530 2.45
O 2.0797 2.3942 -2.6060 -1.10
O 0.5659 0.4562 -2.5755 -0.89
O 1.1276 1.5404 -0.3725 -1.25
O 2.8806 0.1876 -1.7468 -0.91
P 0.6335 -2.6458 -0.8126 2.47
O 1.8797 -2.7946 -1.6763 -1.10
O 0.9081 -1.5557 0.3020 -1.10
O 0.1389 -3.8982 -0.0726 -1.19
O -0.5169 -2.0036 -1.6613 -1.11
O -3.0468 0.8321 1.8476 -0.93
H -3.7979 1.2179 1.3824 0.46
H -3.2051 1.0206 2.7834 0.43
O -0.1634 1.1220 2.1687 -0.91
H 0.5804 1.7316 2.0828 0.49
H -0.5659 1.3060 3.0224 0.43
```

The LUMO energy comes out at 6.554 eV. The charge is -3. The calculation puts the gap between HOMO and LUMO at 3.3 eV. As for the total energy: -1627.520325 Eh. Its HOMO energy is 3.21 eV.



Record 2
Molecular formula: H4KO2
Method: DFT, ωB97M-V/def2-TZVPD

```
7
Properties=species:S:1:pos:R:3:nbo_charge:R:1
K 2.7266 1.2503 0.1038 1.00
O -0.0959 -0.4490 -4.0679 -0.95
H 0.0660 -1.3762 -3.8938 0.47
H -0.2904 -0.4110 -5.0044 0.48
O -0.7756 0.3203 3.8978 -0.95
H -1.4529 0.7376 4.4302 0.48
H -0.1779 -0.0720 4.5342 0.47
```

The LUMO energy comes out at -4.486 eV. The charge is +1. The calculation puts the gap between HOMO and LUMO at 9.7 eV. As for the total energy: -752.603517 Eh. Its HOMO energy is -14.20 eV.



Record 3
Molecular formula: H4N2
Method: DFT, ωB97M-V/def2-TZVPD

```
6
Properties=species:S:1:pos:R:3:nbo_charge:R:1
N 0.3961 0.0646 -1.8463 -0.59
N -0.3531 -0.2024 2.0627 -0.59
H 1.0782 0.4515 -2.4878 0.30
H -0.4321 0.6464 -1.8084 0.30
H -0.7031 -0.6941 1.2474 0.30
H 0.1544 -0.8333 2.6705 0.29
```

The LUMO energy (alpha / beta) comes out at -0.518 / -0.799 eV. The charge is 0. The calculation puts the gap between HOMO and LUMO (alpha / beta) at 10.2 / 10.2 eV. As for the total energy: -111.746087 Eh. Its HOMO energy (alpha / beta) is -10.72 / -10.98 eV.